62
Properties=species:S:1:pos:R:3:forces:R:3 method="wB97M-V/def2-TZVPD" homo_energy_ev=-8.736 max_force_ev_per_a=3.02 homo_lumo_gap_ev=8.21 de_lowest_kcal_mol=19.0
Zr 0.10678 0.01698 -0.32435 0.30 -0.11 -0.75
O -1.02867 -2.43109 -1.54070 0.00 -0.34 -0.13
C -0.35634 -2.80330 -2.73041 0.32 -0.17 -0.18
C 1.15545 -2.70579 -2.52646 -0.72 -0.12 0.03
N 1.51322 -1.35271 -2.09404 0.30 0.13 -0.16
C 2.65494 -1.36391 -1.17082 0.11 0.02 0.32
C 2.11346 -1.40339 0.28543 2.92 -0.63 0.40
O 2.83431 -1.15882 1.22996 -0.12 -0.35 -0.43
O 0.85528 -1.67338 0.35115 -0.41 -1.82 1.22
C 1.76847 -0.48702 -3.24206 0.09 0.60 0.23
C 1.86674 0.96711 -2.71292 0.69 -0.68 -1.31
O 2.57273 1.78456 -3.26077 -0.23 -0.03 0.16
O 1.14665 1.16272 -1.66825 -0.02 0.73 -0.02
H -0.77296 -3.04200 -0.83114 -0.15 0.23 -0.10
H -0.70365 -2.10067 -3.49480 0.10 -0.15 0.03
H -0.63712 -3.81972 -3.03564 0.06 0.17 -0.02
H 1.67859 -2.97616 -3.45378 0.05 -0.03 0.16
H 1.43303 -3.41778 -1.74295 0.05 0.06 -0.10
H 3.25154 -0.45149 -1.27755 -0.08 -0.19 0.02
H 3.32663 -2.21622 -1.34650 -0.09 0.15 0.13
H 0.91397 -0.52849 -3.92539 0.11 -0.04 0.04
H 2.68456 -0.76193 -3.78562 -0.19 0.13 0.10
N 1.94134 1.61731 0.63526 -0.45 -0.06 -0.08
C 2.14432 1.70574 2.02133 0.06 0.11 0.71
C 3.19985 2.35858 2.61438 -0.37 -0.23 -0.45
C 3.27029 2.49231 4.00868 -0.17 -0.06 0.28
C 2.28956 1.97229 4.80468 0.18 0.11 -0.10
C 1.23051 1.23654 4.23592 -0.15 -0.07 -0.47
C 0.22095 0.63831 5.01392 -0.17 -0.17 -0.27
C -0.73089 -0.11799 4.38942 0.20 0.14 0.17
C -0.67095 -0.27164 2.99559 -0.09 -0.08 -0.06
N 0.20931 0.31627 2.21386 -0.29 -0.03 -0.02
C 1.15777 1.07605 2.82649 0.55 0.29 0.34
H 1.05226 2.06891 0.39193 0.68 0.73 0.13
H 2.69792 2.04859 0.10259 -0.44 -0.30 -0.09
H 3.97102 2.80121 2.00075 0.03 0.06 -0.12
H 4.08844 3.04426 4.44652 0.07 0.01 0.02
H 2.30570 2.11112 5.87455 0.05 -0.02 0.13
H 0.22575 0.77842 6.08440 -0.03 -0.02 0.12
H -1.52547 -0.60366 4.93438 -0.05 -0.04 0.01
H -1.39009 -0.92358 2.52630 0.11 0.08 0.08
C -3.40039 1.04318 -2.32006 0.19 -0.05 0.10
C -1.92286 1.37198 -2.15144 -0.55 1.31 -0.21
C -1.40749 2.23435 -3.30331 0.09 -0.15 0.22
O -1.15638 0.14751 -2.13388 -0.63 -0.38 -0.19
C -1.72408 2.18067 -0.82619 -1.46 0.91 -1.30
O -2.35617 3.20118 -0.67807 0.32 -0.39 0.01
O -0.87048 1.69578 0.00630 -0.18 1.00 1.15
H -3.57451 0.57812 -3.28683 -0.01 -0.10 -0.15
H -3.98820 1.95419 -2.25941 0.04 0.07 0.02
H -3.73043 0.37350 -1.52659 -0.09 -0.06 0.04
H -1.49635 1.69640 -4.24407 -0.06 -0.10 -0.09
H -0.36240 2.49518 -3.14543 0.00 0.07 -0.04
H -1.99501 3.14538 -3.35595 -0.03 0.08 0.03
H -1.79529 -0.57297 -1.97316 0.21 -0.01 -0.08
N -1.91771 -0.79495 0.16413 -1.04 -0.73 1.31
C -2.64332 -1.43602 0.83306 0.79 0.93 -1.22
C -3.49081 -2.15924 1.60075 -0.07 0.06 0.04
C -3.72282 -3.51026 1.32300 0.02 -0.66 -0.24
N -3.89188 -4.62353 1.09087 -0.04 -0.30 -0.10
C -4.08485 -1.55703 2.71710 -0.17 0.35 0.44
N -4.53373 -1.04998 3.64586 -0.14 0.16 0.31